(1)
This record from OMol25 describes 2 unconnected molecules or ions with the total composition CHFN2O at a distorted geometry. The level of theory is the ωB97M-V functional and the def2-TZVPD basis.

Geometry as XYZ:
```
6
Properties=species:S:1:pos:R:3:nbo_charge:R:1
C 1.41 -0.14 0.21 0.288
N -1.14 0.57 -0.55 -0.088
N -1.79 -0.19 -0.07 0.436
O -2.50 -0.89 0.56 -0.342
F 1.76 1.12 0.42 -0.328
H 2.26 -0.46 -0.56 0.035
```

As for the frontier orbital gap: 9.32 eV. Its net charge is 0. As for the calculated total energy: -8792.59489 eV.


(2)
This record from OMol25 describes 14 unconnected molecules or ions with the total composition C52H141N9O17 at a distorted geometry. The level of theory is the ωB97M-V functional and the def2-TZVPD basis.

Geometry as XYZ:
```
219
Properties=species:S:1:pos:R:3:lowdin_charge:R:1
C 0.62 0.70 -5.34 -0.048
C 0.59 -0.59 -4.52 -0.404
C 1.82 -0.74 -3.66 -0.232
O 3.01 -0.79 -4.41 -0.170
C 4.14 -0.83 -3.55 -0.085
N -0.62 -0.66 -3.67 0.072
H -0.29 0.80 -5.93 0.069
H 1.52 0.72 -5.95 0.077
H 0.70 1.53 -4.63 0.061
H 0.56 -1.44 -5.21 0.143
H 1.73 -1.70 -3.11 0.117
H 1.83 0.04 -2.89 0.104
H 4.14 0.04 -2.89 0.081
H 5.02 -0.97 -4.16 0.091
H 4.08 -1.71 -2.89 0.072
H -1.36 -0.87 -4.33 0.064
H -0.76 0.27 -3.26 0.033
C -6.47 1.35 2.31 -0.053
C -5.84 1.92 3.57 -0.413
C -5.91 0.88 4.68 -0.220
O -7.21 0.41 4.97 -0.196
C -7.90 1.35 5.80 -0.091
N -4.44 2.29 3.36 0.055
H -6.36 1.98 1.43 0.070
H -7.53 1.10 2.46 0.087
H -6.04 0.37 2.05 0.052
H -6.35 2.85 3.84 0.133
H -5.38 1.21 5.58 0.124
H -5.33 0.01 4.33 0.108
H -8.96 1.17 5.67 0.089
H -7.76 2.37 5.43 0.079
H -7.56 1.26 6.84 0.090
H -4.37 3.17 2.87 0.052
H -3.97 1.63 2.74 0.054
C -3.50 2.10 -5.06 -0.057
C -3.76 2.27 -3.57 -0.421
C -2.59 3.01 -2.92 -0.187
O -1.49 2.12 -2.82 -0.226
C -0.46 2.64 -2.01 -0.083
N -5.04 2.98 -3.41 0.047
H -4.32 1.65 -5.62 0.080
H -2.59 1.51 -5.21 0.061
H -3.36 3.06 -5.57 0.083
H -3.89 1.29 -3.12 0.127
H -2.80 3.44 -1.93 0.091
H -2.29 3.79 -3.63 0.135
H 0.44 2.03 -2.07 0.072
H -0.82 2.77 -0.98 0.073
H -0.22 3.65 -2.37 0.085
H -4.99 3.97 -3.64 0.078
H -5.17 2.96 -2.40 0.058
C 5.11 1.75 2.30 -0.043
C 6.17 1.41 1.27 -0.405
C 7.22 0.43 1.81 -0.216
O 7.66 0.85 3.08 -0.188
C 8.82 0.19 3.51 -0.112
N 5.63 0.90 -0.02 0.051
H 4.45 2.53 1.92 0.065
H 5.57 2.14 3.21 0.083
H 4.47 0.93 2.64 0.043
H 6.69 2.33 0.99 0.136
H 8.09 0.37 1.14 0.121
H 6.82 -0.59 1.85 0.129
H 9.55 0.05 2.71 0.086
H 8.58 -0.78 3.96 0.080
H 9.29 0.77 4.30 0.089
H 5.35 1.73 -0.55 0.056
H 6.46 0.65 -0.56 0.068
C -4.10 -2.14 -3.14 -0.060
C -3.43 -3.47 -3.50 -0.425
C -3.40 -4.45 -2.34 -0.207
O -2.52 -3.95 -1.35 -0.221
C -2.72 -4.58 -0.10 -0.110
N -4.15 -4.12 -4.62 0.028
H -3.59 -1.59 -2.35 0.056
H -5.14 -2.32 -2.86 0.074
H -3.99 -1.44 -3.98 0.071
H -2.41 -3.29 -3.85 0.131
H -3.11 -5.44 -2.68 0.132
H -4.42 -4.50 -1.94 0.127
H -2.50 -5.65 -0.20 0.095
H -3.75 -4.39 0.23 0.082
H -2.11 -4.12 0.66 0.079
H -4.35 -3.40 -5.31 0.068
H -5.11 -4.26 -4.30 0.071
C -0.16 -0.17 4.99 -0.060
C -0.87 1.19 4.91 -0.415
C -0.66 1.89 3.57 -0.207
O 0.70 2.28 3.51 -0.175
C 0.98 3.10 2.39 -0.108
N -2.31 1.00 5.22 0.049
H -0.39 -0.84 4.16 0.077
H -0.49 -0.64 5.93 0.079
H 0.93 -0.12 5.07 0.057
H -0.47 1.83 5.70 0.136
H -1.31 2.77 3.50 0.117
H -0.93 1.24 2.73 0.107
H 1.94 3.60 2.51 0.086
H 0.25 3.90 2.28 0.068
H 1.09 2.47 1.51 0.060
H -2.79 1.81 4.81 0.027
H -2.51 0.23 4.58 0.044
C 2.40 -4.78 4.92 -0.104
C 1.75 -3.93 5.97 -0.297
O 2.52 -4.01 7.18 -0.086
H 3.37 -4.36 4.63 0.048
H 1.78 -4.99 4.04 0.069
H 2.76 -5.77 5.25 0.080
H 0.71 -4.22 6.16 0.112
H 1.73 -2.88 5.65 0.093
H 3.44 -3.91 6.89 0.059
C -6.33 -0.30 -0.73 -0.088
C -7.10 0.23 -1.94 -0.303
O -8.00 1.26 -1.58 -0.072
H -6.96 -0.57 0.11 0.073
H -5.63 0.45 -0.34 0.051
H -5.74 -1.19 -0.98 0.050
H -7.66 -0.60 -2.38 0.112
H -6.42 0.64 -2.69 0.091
H -7.52 2.09 -1.52 0.066
C 4.56 -0.41 5.66 -0.067
C 5.54 -1.54 5.88 -0.304
O 5.12 -2.67 5.12 -0.091
H 3.55 -0.74 5.93 0.074
H 4.62 -0.05 4.64 0.048
H 4.82 0.40 6.34 0.086
H 5.50 -1.79 6.95 0.111
H 6.57 -1.25 5.66 0.104
H 5.87 -3.28 5.07 0.089
C -6.21 -3.89 2.69 -0.085
C -7.11 -2.94 3.48 -0.325
O -7.55 -3.64 4.63 -0.067
H -5.41 -4.27 3.34 0.076
H -5.78 -3.36 1.84 0.045
H -6.75 -4.80 2.40 0.074
H -7.89 -2.50 2.85 0.111
H -6.54 -2.05 3.78 0.089
H -7.63 -3.02 5.35 0.083
C -1.90 5.67 1.27 -0.074
C -2.54 4.49 0.58 -0.309
O -3.89 4.41 1.10 -0.087
H -2.11 5.54 2.33 0.083
H -2.21 6.62 0.84 0.078
H -0.81 5.72 1.15 0.066
H -2.01 3.54 0.60 0.089
H -2.64 4.66 -0.51 0.087
H -4.42 4.13 0.35 0.072
C 0.60 -4.59 -1.87 -0.108
O 1.56 -5.55 -1.49 -0.176
C 1.74 -5.62 -0.09 -0.210
C 2.59 -4.48 0.48 -0.206
N 3.90 -4.52 -0.15 -0.040
C 4.60 -3.26 -0.03 -0.206
C 5.88 -3.28 -0.86 -0.241
O 5.59 -3.64 -2.19 -0.204
C 6.79 -3.93 -2.90 -0.097
H 0.81 -3.52 -1.73 0.069
H -0.33 -4.69 -1.28 0.064
H 0.29 -4.79 -2.89 0.095
H 2.30 -6.55 0.03 0.124
H 0.80 -5.77 0.44 0.117
H 2.65 -4.64 1.56 0.111
H 2.09 -3.52 0.33 0.095
H 3.80 -4.79 -1.12 0.105
H 4.89 -3.13 1.02 0.120
H 3.97 -2.42 -0.37 0.104
H 6.55 -3.99 -0.35 0.123
H 6.35 -2.29 -0.84 0.112
H 7.19 -4.88 -2.54 0.089
H 7.52 -3.13 -2.81 0.086
H 6.49 -4.10 -3.93 0.088
C -3.49 -1.21 1.90 -0.094
O -3.08 0.06 1.47 -0.202
C -2.73 0.12 0.11 -0.197
C -1.45 -0.63 -0.24 -0.196
N -0.30 -0.17 0.51 -0.019
C 0.96 -0.36 -0.18 -0.195
C 2.11 -0.35 0.80 -0.217
O 1.95 -1.42 1.71 -0.190
C 2.89 -1.34 2.74 -0.126
H -3.45 -1.33 2.99 0.089
H -2.94 -2.02 1.41 0.071
H -4.54 -1.42 1.63 0.068
H -2.67 1.17 -0.19 0.112
H -3.49 -0.33 -0.54 0.087
H -1.25 -0.53 -1.31 0.092
H -1.59 -1.72 -0.20 0.107
H -0.19 -0.60 1.42 0.103
H 1.17 0.36 -0.97 0.084
H 1.00 -1.40 -0.56 0.113
H 2.11 0.57 1.41 0.108
H 3.05 -0.45 0.23 0.104
H 3.05 -2.28 3.28 0.078
H 2.68 -0.54 3.46 0.072
H 3.87 -1.04 2.35 0.071
C 2.96 3.41 -0.77 -0.120
O 3.12 3.26 -2.15 -0.217
C 2.80 4.37 -2.98 -0.198
C 3.17 3.92 -4.38 -0.201
N 2.92 5.00 -5.33 -0.077
C 3.47 4.73 -6.66 -0.217
C 3.27 5.94 -7.56 -0.241
O 4.04 5.89 -8.73 -0.188
C 3.49 5.07 -9.76 -0.107
H 3.60 4.20 -0.35 0.095
H 3.20 2.45 -0.31 0.065
H 1.93 3.69 -0.51 0.077
H 3.35 5.25 -2.66 0.128
H 1.71 4.52 -2.89 0.103
H 2.61 3.04 -4.72 0.109
H 4.21 3.62 -4.43 0.126
H 1.93 5.19 -5.41 0.112
H 2.98 3.84 -7.09 0.116
H 4.53 4.47 -6.58 0.126
H 3.64 6.80 -7.00 0.123
H 2.22 6.15 -7.75 0.121
H 4.04 5.32 -10.66 0.086
H 2.42 5.24 -9.92 0.087
H 3.67 4.02 -9.52 0.083
```

As for the frontier orbital gap: 8.47 eV. Its net charge is 0. As for the calculated total energy: -104420.55422 eV.


(3)
This record from OMol25 describes CH4NOP in the gas phase at a distorted geometry. The level of theory is the ωB97M-V functional and the def2-TZVPD basis.

Geometry as XYZ:
```
8
Properties=species:S:1:pos:R:3:nbo_charge:R:1
H 2.58 -0.74 -0.86 0.356
N 1.75 -0.90 -0.25 -0.646
C 0.56 -0.57 -0.64 -0.186
P -0.97 -0.86 0.31 0.897
O -1.78 0.26 -0.49 -1.001
H 0.41 0.22 -1.64 0.150
H -0.45 -0.27 1.44 -0.079
H -1.79 1.20 -0.27 0.507
```

As for the frontier orbital gap: 9.83 eV. Its net charge is 0. The SMILES is [H]/N=C/PO. As for the calculated total energy: -13926.59139 eV.


Look up the net charge of the second one.
0


Which value of calculated total energy does entry 3 give?
-13926.59139 eV


What is the frontier orbital gap in the first record?
9.32 eV